1.
DFT (ωB97M-V/def2-TZVPD) results for a molecular structure, C25H38B2Br2Cl2F3MgNO19S2.

Values from the calculation:
LUMO level = -6.2 eV
E_HOMO = -7.86 eV
HOMO-LUMO gap = 1.633 eV

The geometry in XYZ format:
```
95
Properties=species:S:1:pos:R:3:forces:R:3:mulliken_charge:R:1
C -0.87778 -1.16509 4.03199 0.6 0.6 -0.4 -0.408
C -1.32474 0.35107 3.90377 0.5 -0.8 -0.6 0.557
Br -1.26358 1.28558 5.64971 -0.3 -0.3 -0.8 -0.093
C -2.70063 0.53491 3.14925 0.1 0.1 -0.1 -0.370
B -4.00251 0.38090 4.03755 1.9 0.8 0.0 0.299
S -5.23945 -1.02120 3.79126 -6.1 -0.7 -0.1 1.015
O -6.46733 -0.85767 4.60493 3.8 -0.6 -1.3 -0.510
O -5.63435 -1.00495 2.33382 2.4 -1.1 1.4 -0.709
F -4.58605 -2.48421 4.17016 -0.3 1.9 -0.8 -0.248
H -1.41736 -1.81438 3.29428 0.2 0.4 0.8 0.091
H -0.93123 -1.54589 5.07480 -0.3 0.2 -0.8 0.396
H 0.20252 -1.21474 3.72772 -0.9 0.0 0.4 -0.179
H -0.54837 0.84138 3.24780 -0.7 -0.2 0.7 0.216
H -2.70892 -0.14125 2.22432 -0.2 0.2 1.2 -0.363
H -2.70525 1.60843 2.76982 -0.5 -0.7 0.5 0.396
H -4.23917 1.19300 4.86871 -0.5 -0.4 -0.2 0.080
O -4.62533 -2.39157 -0.00541 -0.2 0.0 -0.2 -0.287
H -5.37365 -2.58636 -0.60644 0.0 0.1 0.1 0.451
H -4.94807 -2.04448 0.87916 -0.3 0.6 0.6 0.413
H -3.97853 -1.77231 -0.42207 -0.3 0.0 0.1 0.447
C 3.29830 -3.15147 -1.36679 -0.3 0.0 -0.1 -0.999
C 3.07913 -2.46113 -0.03838 0.8 -0.4 -0.1 -0.354
O 1.77904 -1.84530 0.01203 -0.7 0.0 0.3 -0.135
C 0.75896 -2.67909 0.23105 1.0 0.0 -0.3 0.576
O 0.82990 -3.86303 0.39601 -0.3 0.0 0.1 -0.546
O -0.38145 -1.96148 0.21071 -0.4 0.3 0.1 0.002
C -1.55874 -2.74902 0.33993 0.2 -0.4 -0.1 -0.160
H 3.12404 -2.45691 -2.18928 0.2 -0.1 0.0 0.158
H 4.31490 -3.53849 -1.43837 0.0 0.1 0.0 0.424
H 2.60633 -3.98342 -1.50253 0.1 0.0 0.1 0.294
H 3.80761 -1.65871 0.08018 -0.3 0.2 0.0 0.414
H 3.21297 -3.14659 0.80110 -0.3 0.0 0.0 0.379
H -1.51480 -3.39356 1.21848 0.0 -0.1 -0.1 0.415
H -1.71189 -3.34208 -0.56420 0.0 -0.1 0.1 0.437
H -2.39395 -2.06345 0.45710 0.3 0.3 0.2 -0.761
B -0.85556 5.41742 7.91456 0.0 1.9 -1.1 0.514
O -0.47929 5.43047 9.34205 -0.1 -0.8 0.0 -0.429
C -0.62014 4.19811 9.80885 0.8 1.6 1.8 0.380
O -0.39319 3.86325 10.94205 -0.1 -0.3 -0.2 -0.596
C -1.09368 3.31235 8.71646 -0.8 -1.1 -1.7 0.754
O -1.31955 2.12839 8.80570 0.1 0.0 -0.1 -0.657
O -1.23455 4.02049 7.60472 0.1 -0.7 0.6 -0.263
F 0.24415 5.80899 7.11332 -0.6 -0.3 0.4 -0.373
F -1.95187 6.27847 7.68919 0.6 -0.6 0.1 -0.350
Mg -1.70140 0.91436 0.76741 0.0 1.0 -0.7 0.371
C 2.64578 -0.40016 -5.94462 0.0 -0.4 0.3 -1.019
C 2.77006 0.87179 -6.33139 0.2 -0.3 -1.0 0.228
C 2.59654 1.99958 -5.37158 -0.1 0.3 0.6 0.982
O 2.73597 3.14166 -5.76160 0.0 -0.1 -0.3 -0.612
C 2.25689 1.67575 -3.98456 -0.2 0.0 -0.4 -0.522
C 2.12890 0.40619 -3.59757 -0.4 0.4 0.6 -0.322
C 2.32915 -0.72509 -4.55333 0.2 -0.2 -0.7 1.267
O 2.22329 -1.87619 -4.16097 -0.2 0.3 0.3 -0.679
O 1.81197 0.09453 -2.31647 0.2 -0.3 -0.8 -0.437
O 3.05868 1.19646 -7.60639 -0.2 0.2 0.9 -0.573
H 2.77101 -1.22671 -6.63173 -0.1 0.0 0.0 0.469
H 2.11677 2.50072 -3.30500 0.0 0.0 0.0 0.681
H 1.78041 -0.87691 -2.28435 0.0 0.0 0.1 0.054
H 3.09501 2.16979 -7.62388 0.0 0.1 -0.1 0.347
C 4.73828 3.03569 -1.29542 0.1 0.1 0.2 -0.272
Cl 3.54230 4.19386 -1.88681 0.1 0.1 0.1 -0.140
Cl 4.87968 1.62049 -2.35440 0.4 0.1 0.3 -0.110
H 5.70378 3.53038 -1.24534 -0.1 0.0 -0.1 0.323
H 4.44285 2.70276 -0.30462 -0.1 0.0 -0.1 0.246
N 4.66605 0.36754 5.86086 -0.8 -0.4 -3.3 0.003
C 4.47947 -0.39291 4.76168 0.9 0.1 1.3 -0.954
C 3.11754 -0.41348 4.48769 -0.9 -0.1 0.2 0.041
C 2.46866 0.37403 5.47051 -0.1 -0.1 -0.2 0.120
C 3.43986 0.84846 6.30746 -0.4 0.1 0.2 -0.422
H 5.59721 0.56436 6.31222 -0.3 0.6 -1.4 0.278
H 5.31353 -0.85659 4.26097 -0.1 0.1 -0.1 0.386
H 2.65085 -0.93727 3.66702 0.1 0.1 -0.1 0.415
H 1.41236 0.57225 5.55536 0.1 0.0 0.0 0.178
H 3.37872 1.48126 7.17808 0.0 0.0 0.0 0.466
C -2.41598 -1.25017 -8.31691 -0.1 0.0 0.0 -0.625
C -2.39445 -2.43652 -7.34837 -0.1 0.1 0.1 -0.572
C -1.38320 -3.45226 -7.88863 -0.4 -0.2 0.3 -0.647
S -0.17515 -2.50945 -8.81712 0.2 0.2 0.0 1.094
O -0.27285 -2.87944 -10.20771 0.2 0.0 0.2 -0.671
O 1.08319 -2.51689 -8.10868 0.0 -0.1 -0.3 -0.579
C -0.95527 -0.91837 -8.59716 -0.3 0.3 0.0 -0.606
H -2.94734 -0.39477 -7.89853 0.0 0.0 0.0 0.339
H -2.91835 -1.53956 -9.24393 0.0 0.0 0.0 0.313
H -2.07836 -2.09264 -6.35900 0.0 0.0 -0.1 0.255
H -3.38249 -2.88597 -7.23830 0.1 0.0 0.0 0.323
H -0.87979 -3.98846 -7.08584 0.1 0.0 -0.2 0.346
H -1.85236 -4.16083 -8.57076 0.1 0.1 -0.1 0.351
H -0.81471 -0.31159 -9.48969 0.2 -0.1 0.0 0.423
H -0.48860 -0.43538 -7.73689 0.1 -0.1 -0.1 0.262
C -4.61420 4.01570 0.14141 0.9 0.3 -1.3 0.687
O -4.43596 3.30774 1.18549 0.7 -1.0 0.2 -0.650
O -5.82546 4.66201 0.14767 0.0 -0.5 0.9 -0.491
O -3.87306 4.18310 -0.83263 -0.2 -0.4 0.6 -0.659
H -6.10343 4.30797 1.01375 -0.7 0.6 -0.3 0.316
Br 6.10066 0.42377 7.87351 1.5 -0.4 3.3 -0.323
```
Positions in Å, forces in eV/Å.

=====

2.
DFT (ωB97M-V/def2-TZVPD) results for a molecular structure, C21H46HfNOP3S.

Values from the calculation:
charge = +4
LUMO level = -13.5 eV
E_HOMO = -19.37 eV
HOMO-LUMO gap = 5.824 eV
energy above the lowest of the compared OMol25 structures with the same formula, charge and spin = 35.82 kJ/mol

The geometry in XYZ format:
```
74
Properties=species:S:1:pos:R:3:forces:R:3:mulliken_charge:R:1
Hf -0.55488 0.32482 0.99753 -0.6 2.8 0.9 1.565
P 0.39775 -0.68849 -1.26771 1.2 -2.1 -2.9 0.367
P -0.04484 2.50575 -0.64217 0.5 1.3 -0.8 0.861
P -1.65560 -1.98612 1.30481 -1.4 -2.3 -0.4 1.300
H -3.84642 1.71406 3.20023 1.2 -0.7 0.2 0.616
C -3.21354 0.78940 3.17134 -0.2 0.3 1.1 -0.677
C -1.90234 0.58328 3.58274 -0.8 -0.7 -0.2 -0.904
H -1.19199 1.40992 3.65725 -0.5 0.2 0.9 0.864
C -0.79759 -1.11437 -2.62922 -0.6 0.1 0.3 -1.206
C 1.65555 0.13229 -2.36778 0.0 0.7 0.6 -1.356
C 1.33187 -2.30977 -1.11942 -0.1 0.1 0.6 -1.269
C -0.43887 4.03406 0.30201 -0.3 -0.1 1.2 -1.412
C 1.53889 3.10610 -1.35962 0.7 -0.5 0.5 -1.466
C -1.09376 2.59289 -2.13880 -0.5 0.0 0.1 -1.215
C -2.96454 -2.60674 2.47877 -0.1 0.1 0.0 -1.492
C -0.27568 -2.97740 1.88967 0.9 -0.5 0.3 -1.146
C -2.20172 -2.87430 -0.21524 -0.2 0.0 -0.2 -1.545
H -3.83589 -0.03629 2.82019 0.1 -0.3 0.9 0.127
H -1.76876 -0.31600 4.25789 0.3 0.6 -1.5 0.319
H -0.25488 -1.54407 -3.48665 0.1 0.2 0.4 0.468
H -1.33549 -0.22473 -2.97903 0.1 -0.2 0.1 0.305
H -1.53501 -1.84743 -2.28810 0.3 0.3 -0.3 0.333
H 1.97105 -0.55850 -3.15702 -0.3 -0.1 0.3 0.612
H 2.54666 0.42788 -1.80947 -0.1 -0.1 -0.1 0.354
H 1.22593 1.01670 -2.84041 0.1 -0.1 0.0 0.423
H 1.95539 -2.47486 -2.01528 -0.4 0.2 0.3 0.541
H 0.65254 -3.16403 -0.99784 0.3 0.3 -0.1 0.493
H 2.00304 -2.26653 -0.24823 -0.1 -0.1 -0.3 0.345
H 0.43791 4.68010 0.49542 -0.5 -0.3 -0.5 0.540
H -0.84497 3.77734 1.30897 0.7 0.7 -0.8 0.385
H -1.23173 4.54675 -0.25948 0.3 0.2 0.2 0.523
H 1.45878 3.33365 -2.42616 -0.1 -0.1 0.2 0.449
H 2.31427 2.35733 -1.20905 0.2 0.3 -0.2 0.240
H 1.81755 4.01664 -0.82167 0.1 -0.2 -0.2 0.594
H -0.91528 3.59324 -2.56126 -0.1 -0.3 0.1 0.556
H -2.16209 2.47199 -1.91693 0.2 0.1 -0.1 0.111
H -0.80472 1.84595 -2.88686 0.0 0.2 0.2 0.470
H -3.23362 -3.60143 2.03689 0.1 0.9 0.6 0.561
H -3.85685 -1.96899 2.51145 0.2 -0.4 0.0 0.421
H -2.55503 -2.75847 3.49813 -0.2 0.2 -0.6 0.422
H -0.71388 -3.89107 2.30541 0.1 0.0 -0.1 0.530
H 0.31474 -2.50599 2.68527 -0.2 -0.1 -0.2 0.032
H 0.39891 -3.26759 1.08001 -0.1 0.1 0.2 0.345
H -2.80928 -3.71721 0.13115 0.1 0.1 -0.2 0.568
H -1.38763 -3.30135 -0.82105 -0.3 0.3 0.4 0.443
H -2.84140 -2.23953 -0.85260 0.2 -0.3 0.3 0.374
C -3.99598 2.61873 0.02636 -0.1 -0.5 -0.5 0.683
C -4.54691 1.54205 -0.72174 1.2 0.6 -0.3 0.015
C -5.42310 1.91832 -1.75496 0.3 -0.3 0.8 -0.575
C -5.80197 3.24949 -1.86904 -0.1 1.0 -0.4 -0.424
C -5.28571 4.25469 -1.04548 -0.8 0.4 0.4 -0.734
C -4.44805 3.91899 0.00481 1.0 0.0 -0.6 -0.539
S -2.55923 2.47717 1.17728 -2.3 -3.2 -0.3 -0.338
H -3.40894 1.39174 1.48422 1.3 0.9 -0.1 -0.397
H -4.19474 0.48827 -0.58087 -0.3 1.0 -0.2 0.294
H -5.77230 1.19647 -2.48507 -0.2 -0.1 0.3 0.439
H -6.50815 3.55631 -2.64108 0.3 -0.2 0.1 0.427
H -5.53105 5.31649 -1.16635 -0.2 -0.6 -0.1 0.438
H -3.98463 4.61368 0.70862 -0.4 0.2 -0.4 0.571
C 4.07921 -0.43105 3.92344 0.6 0.1 0.2 -0.897
N 2.70375 -0.11921 3.54301 -1.5 0.2 -1.8 0.070
C 1.61746 -0.32862 4.50991 -0.4 -0.1 0.7 -0.584
C 2.37669 0.20481 2.30822 1.6 -0.3 1.8 0.382
C 3.40598 0.49306 1.27712 0.4 0.2 -0.2 -0.833
O 1.10700 0.26031 2.00067 -0.7 0.2 -0.5 -0.456
H 4.07853 -0.68819 4.97237 0.1 0.0 0.2 0.333
H 4.71871 0.43985 3.77186 0.0 -0.1 0.1 0.377
H 4.44715 -1.29088 3.36066 0.0 0.1 0.0 0.386
H 0.96399 0.55739 4.58225 0.4 -0.3 -0.1 0.241
H 0.99844 -1.20219 4.24798 0.4 0.3 0.0 0.160
H 2.05693 -0.50815 5.49419 -0.1 0.1 -0.2 0.409
H 3.58992 -0.42638 0.68202 0.0 0.5 0.2 0.226
H 3.07630 1.31956 0.61271 0.1 -0.6 0.4 0.003
H 4.35954 0.77911 1.76626 -0.6 -0.2 -0.5 0.553
```
Positions in Å, forces in eV/Å.

=====

3.
DFT (ωB97M-V/def2-TZVPD) results for a molecular structure, C26H53O25V.

Values from the calculation:
charge = +1
LUMO level (alpha / beta) = -3.2 / -3.3 eV
multiplicity = 4
<S²> = 3.7549
E_HOMO (alpha / beta) = -10.74 / -10.74 eV
HOMO-LUMO gap (alpha / beta) = 7.527 / 7.430 eV
energy above the lowest of the compared OMol25 structures with the same formula, charge and spin = 527.34 kJ/mol

The geometry in XYZ format:
```
105
Properties=species:S:1:pos:R:3:forces:R:3:mulliken_spin:R:1
V -1.18702 3.37844 -1.23139 2.2 -2.2 2.0 2.984
C 1.16514 -0.38393 -0.72803 0.4 0.4 0.8 0.010
C 0.06954 0.40824 -0.01535 -0.4 -0.3 0.1 0.008
O -0.53046 1.39834 -0.77460 -0.8 2.2 -1.3 -0.040
H 1.49608 -1.18754 -0.06234 -0.2 -0.2 -0.1 -0.005
H 2.07810 0.19912 -0.87589 -0.2 0.1 -0.3 0.000
H 0.84789 -0.82854 -1.66880 -0.1 0.1 0.1 -0.001
H 0.41902 0.80536 0.95332 0.3 0.0 -0.1 -0.003
H -0.71348 -0.32162 0.26199 0.2 -0.1 0.3 0.010
C 2.41285 -0.93582 -3.94703 1.1 0.2 -1.0 0.000
O 3.28430 -0.83135 -2.81919 -0.7 0.0 1.1 0.000
C 4.45905 -1.44678 -2.84987 -0.1 -0.2 -1.6 0.000
O 4.98511 -1.85106 -3.85920 0.1 -0.2 0.5 0.000
O 4.94184 -1.49726 -1.62420 -0.2 0.1 0.8 0.000
C 6.13905 -2.23305 -1.39958 0.8 0.6 -0.3 0.000
H 1.37084 -0.93361 -3.65066 0.1 0.1 0.4 0.000
H 2.62877 -1.83217 -4.52554 0.0 -0.1 0.2 0.000
H 2.66242 -0.07674 -4.56920 -0.4 0.0 -0.2 0.000
H 6.46780 -1.96389 -0.39889 -0.3 -0.3 0.1 0.000
H 6.93566 -1.88379 -2.05934 -0.2 -0.2 -0.2 0.000
H 5.99545 -3.30164 -1.53191 -0.1 0.0 0.1 0.000
C 1.12182 3.37067 2.51371 0.0 -1.1 -0.3 -0.003
O 1.98696 4.22185 1.74941 0.1 -0.3 0.0 0.001
C 1.63658 4.49562 0.50920 1.3 0.6 1.0 0.002
O 0.54763 4.29509 0.05056 -1.7 -0.4 -1.3 0.010
O 2.60273 5.09524 -0.16009 -0.6 0.2 -0.6 0.002
C 3.91384 5.17926 0.40200 0.6 -0.4 0.2 0.000
H 1.39718 3.48366 3.55440 -0.4 0.5 0.1 0.000
H 1.33029 2.32438 2.26826 0.3 0.1 -0.2 0.001
H 0.07945 3.49371 2.23322 0.0 0.6 0.5 0.004
H 4.52820 5.77330 -0.26860 -0.3 0.0 -0.1 0.000
H 4.31107 4.16257 0.44903 0.1 0.2 0.2 0.000
H 3.91441 5.63586 1.38884 -0.1 0.0 0.0 0.000
C -4.10205 4.21524 3.57270 -1.0 -0.1 0.0 -0.001
O -3.20953 4.40877 2.47211 0.6 1.1 -0.1 0.002
C -2.96415 3.50122 1.58850 -0.7 -1.0 0.1 -0.008
O -2.28807 3.70917 0.59922 0.6 0.6 -1.0 -0.014
O -3.52826 2.34082 1.83517 -0.7 -0.3 0.5 0.004
C -3.35712 1.32483 0.84271 0.8 -0.1 -0.8 0.012
H -5.13239 4.20798 3.21176 0.1 -0.3 -0.2 0.000
H -4.03783 5.10318 4.19248 0.5 -0.1 0.0 0.000
H -3.89601 3.29025 4.10305 0.0 0.1 0.1 0.000
H -3.72035 1.70915 -0.11139 -0.1 -0.2 0.0 -0.001
H -3.86862 0.40269 1.09629 -0.4 0.3 0.5 0.001
H -2.29188 1.09983 0.75128 -0.2 0.1 -0.2 -0.011
C 2.45149 2.69729 -2.29995 -0.5 0.8 1.3 0.004
O 1.79862 2.12720 -3.42650 0.6 -0.1 -0.4 0.003
C 0.60702 2.55292 -3.72493 0.6 -0.6 -0.1 -0.006
O -0.08001 3.27567 -3.02081 -1.0 0.8 0.4 0.027
O 0.27139 2.10107 -4.90042 0.0 0.1 -0.1 0.003
C -0.97473 2.51178 -5.47773 -0.2 -0.4 -0.1 -0.001
H 2.44488 3.78731 -2.34876 0.0 0.0 -0.3 0.002
H 3.47419 2.35328 -2.19632 -0.1 -0.4 -0.5 0.000
H 1.88628 2.44019 -1.39987 0.1 -0.2 -0.1 0.000
H -0.98951 1.97819 -6.42309 -0.2 0.2 0.0 0.000
H -1.02991 3.58625 -5.63740 0.2 0.0 0.1 0.000
H -1.80482 2.17183 -4.85868 0.0 0.1 0.0 0.001
C -1.19993 -2.77893 -2.36882 5.1 -1.4 -3.2 0.000
O 0.18195 -2.98812 -2.62038 1.2 -0.3 -1.5 0.000
C 0.67200 -4.19266 -2.34019 0.1 1.0 -0.2 0.000
O 0.04061 -5.16407 -2.05396 -0.5 -0.8 0.4 0.000
O 1.99132 -4.09682 -2.43029 1.0 0.7 -0.3 0.000
C 2.80231 -5.10330 -1.85497 -0.7 -1.3 0.5 0.000
H -1.27698 -2.70449 -1.28049 4.1 -0.7 -2.6 0.000
H -1.85099 -3.57163 -2.74338 1.4 -0.1 -0.2 0.000
H -1.55683 -1.88188 -2.87108 2.2 -1.2 -0.6 0.000
H 3.85565 -4.85462 -1.91255 -0.1 0.5 -0.2 0.000
H 2.65235 -6.06518 -2.34982 0.0 0.1 -0.2 0.000
H 2.49911 -5.25748 -0.81712 0.2 0.1 0.1 0.000
C -1.43979 0.72631 3.59074 0.1 -0.6 0.8 0.000
O -1.08535 1.97651 4.18926 0.7 0.2 -0.7 0.000
C -1.87445 2.47739 5.12072 0.3 0.3 0.9 0.000
O -2.78206 1.92068 5.66534 -0.6 -0.2 0.0 0.000
O -1.43239 3.71008 5.38521 0.8 0.1 -0.5 0.000
C -2.14665 4.56383 6.26490 -1.1 -0.5 0.2 0.000
H -1.49886 -0.06631 4.33885 -0.4 0.2 0.1 0.000
H -0.59209 0.42380 2.98045 -0.2 0.4 -0.4 0.001
H -2.38198 0.85881 3.06472 0.3 -0.4 0.0 -0.001
H -1.89569 4.41547 7.31468 0.4 0.0 -0.1 0.000
H -3.20956 4.32038 6.17198 0.1 0.3 0.1 0.000
H -1.94826 5.57882 5.93510 0.1 0.0 0.1 0.000
C -1.23612 -4.94444 0.93607 -0.8 0.2 0.1 0.000
O 0.06946 -4.60726 1.32734 0.9 0.0 0.6 0.000
C 0.25530 -3.59369 2.17876 -0.2 -0.6 -0.7 0.000
O -0.59488 -2.91840 2.68920 -0.3 0.3 0.2 0.000
O 1.56814 -3.45539 2.32205 0.3 0.0 0.2 0.000
C 2.02520 -2.28235 2.98601 0.1 0.1 0.2 -0.001
H -1.95707 -5.02234 1.75633 0.4 0.3 0.3 0.000
H -1.22198 -5.93747 0.49376 0.4 0.1 -0.3 0.000
H -1.66893 -4.23494 0.22943 1.7 -0.4 1.1 0.000
H 3.07297 -2.20344 2.70971 -0.1 0.2 -0.1 0.000
H 1.98272 -2.33719 4.07444 -0.3 -0.3 0.0 0.000
H 1.43685 -1.42297 2.67018 0.1 0.1 -0.1 0.000
C -3.87064 -5.77117 -0.77354 -0.7 -0.7 -0.4 0.000
O -3.20880 -4.55402 -0.44644 -1.6 -0.3 -0.3 0.000
C -3.21789 -3.58316 -1.31591 -1.7 1.0 -1.0 0.000
O -3.71405 -3.52195 -2.41849 -1.0 -0.6 1.2 0.000
O -2.46520 -2.57762 -0.82837 -7.8 0.8 5.4 -0.001
C -2.57345 -1.31987 -1.42714 -3.8 3.6 0.2 0.001
H -3.32516 -6.32776 -1.53328 0.0 0.2 -0.2 0.000
H -4.89352 -5.57285 -1.08954 0.1 0.1 -0.2 0.000
H -3.93024 -6.40461 0.10762 0.3 0.4 0.3 0.000
H -2.73460 -1.30256 -2.50692 -0.5 0.0 0.8 0.000
H -1.77211 -0.63751 -1.15419 0.2 -0.6 -0.1 0.004
H -3.50615 -0.82165 -1.11968 0.0 -0.3 0.8 0.000
```
Positions in Å, forces in eV/Å.

=====

Number 1: strongest force on any atom 6.13 eV Å⁻¹. Number 2: strongest force on any atom 3.97 eV Å⁻¹. Number 3: strongest force on any atom 9.54 eV Å⁻¹.